Density functional theory data (ωB97M-V/def2-TZVPD) for a single CH3NO4S molecule.

Each line ends with the Löwdin charge.
Geometry (Å):
C (-0.2980, -0.0127, -0.3093)  -0.194
N (0.5414, 3.4881, -1.5092)  -0.567
O (0.3263, 3.1399, -2.6487)  -0.023
O (0.6776, 4.5989, -1.1306)  0.125
O (1.9819, 0.3593, -1.6148)  -0.414
O (0.5448, 2.5291, -0.6000)  -0.147
S (0.6220, 0.7793, -1.7294)  1.105
H (-0.7713, 0.8226, 0.1291)  0.024
H (0.3733, -0.3144, 0.4160)  0.030
H (-1.0117, -0.7920, -0.5385)  0.060

**Energy**: -21595.1189 eV
**ΔE to the lowest compared entry with this formula, charge and spin**: 80.7 kcal per mole
**Kohn-Sham gap**: 9.47 eV